Record 1
Formula: C5H5NO
Source: OMol25
Level of theory: the ωB97M-V functional and the def2-TZVPD basis

XYZ file:
```
12
Properties=species:S:1:pos:R:3:forces:R:3:nbo_charge:R:1
C 0.943 2.197 -0.014 -0.1 -0.5 -0.1 -0.206
C 0.709 1.031 -0.192 0.1 0.6 0.1 -0.010
C 0.382 -0.393 -0.356 0.0 0.0 -0.1 -0.427
C 1.433 -1.246 0.221 0.7 -0.7 0.5 0.289
N 2.231 -1.947 0.677 -0.8 0.7 -0.4 -0.296
C -1.000 -0.717 0.270 0.2 -0.2 0.2 -0.029
O -2.033 -0.161 -0.496 0.0 0.3 0.0 -0.700
H 1.176 3.228 0.146 -0.1 -0.2 0.0 0.248
H 0.307 -0.629 -1.425 0.0 0.0 0.1 0.280
H -1.012 -0.365 1.310 0.0 -0.1 -0.2 0.178
H -1.147 -1.799 0.269 0.0 0.1 0.0 0.198
H -1.989 0.801 -0.412 -0.1 -0.1 0.0 0.475
```
Positions in Å, forces in eV/Å.

Output
Structure (SMILES): C#C[C@@H](C#N)CO
Kohn-Sham gap: 0.4216 Ha
ΔE to the lowest compared entry with this formula, charge and spin: 56.00 kcal per mole
E_HOMO: -10.78 eV

=====

Record 2
Formula: C4H10NS
Source: OMol25
Level of theory: the ωB97M-V functional and the def2-TZVPD basis

XYZ file:
```
16
Properties=species:S:1:pos:R:3:forces:R:3:nbo_charge:R:1
C -0.071 0.754 -1.083 0.1 0.3 -0.2 -0.542
C 1.519 0.375 -1.216 -0.3 -0.2 -0.1 -0.158
C -0.800 -0.154 -0.238 0.1 0.3 0.9 -0.116
C -1.993 -1.321 1.912 0.1 -0.1 0.0 -0.761
N 2.362 1.002 -0.301 0.2 0.1 0.6 -0.794
S -1.203 0.203 1.338 0.1 -0.3 -1.0 0.614
H -0.114 1.782 -0.727 0.0 0.0 -0.1 0.247
H -0.438 0.688 -2.106 -0.2 0.0 0.0 0.277
H 1.615 -0.707 -1.148 0.0 0.0 -0.1 0.207
H 1.787 0.698 -2.222 -0.2 -0.1 0.0 0.231
H -1.032 -1.143 -0.610 -0.1 -0.2 0.0 0.241
H -2.464 -1.097 2.866 0.0 0.1 0.0 0.271
H -1.242 -2.094 2.051 0.0 0.0 0.0 0.259
H -2.747 -1.639 1.198 0.0 0.0 0.0 0.258
H 2.391 0.650 0.644 0.0 0.1 -0.1 0.381
H 2.430 2.005 -0.357 0.0 0.0 0.0 0.386
```
Positions in Å, forces in eV/Å.

Output
Kohn-Sham gap (alpha / beta): 0.2742 / 0.2742 Ha
ΔE to the lowest compared entry with this formula, charge and spin: 30.62 kcal per mole
Total charge: +1
E_HOMO (alpha / beta): -13.26 / -13.26 eV

=====

Record 3
Formula: C13H28BFN2O12PS
Source: OMol25
Level of theory: the ωB97M-V functional and the def2-TZVPD basis

XYZ file:
```
59
Properties=species:S:1:pos:R:3:forces:R:3:nbo_charge:R:1
C -2.347 -3.368 -0.349 -0.6 0.6 -0.3 -0.595
C -2.616 -2.023 0.337 0.4 0.0 0.0 -0.419
C -1.881 -1.871 1.687 -1.0 -1.0 0.0 -0.043
O -0.585 -2.405 1.673 -0.3 1.1 0.1 -0.820
P 0.745 -1.292 1.513 2.6 -1.8 0.1 1.432
C 1.807 -2.397 2.731 -0.9 0.7 0.7 -0.415
O 3.201 -2.453 2.306 -0.1 -0.6 -0.1 -0.376
N 4.009 -1.755 3.133 0.1 -0.3 0.3 0.358
O 5.143 -2.094 3.030 -0.2 0.3 -0.3 -0.351
B 1.554 -2.387 0.086 -0.2 -0.5 -0.6 0.902
N 2.249 -1.808 -1.094 0.2 0.2 0.2 -1.203
O 1.532 -3.821 0.173 -0.1 0.7 -0.3 -0.995
O 0.273 -0.330 2.918 -0.8 0.6 -1.7 -0.808
C 0.270 1.009 2.430 0.8 -0.5 1.4 -0.104
C -0.273 1.015 0.990 -2.0 0.4 0.5 0.079
C 0.064 2.215 0.078 1.1 -0.6 -0.2 -0.409
C 1.172 3.165 0.578 -0.6 0.6 -0.5 -0.403
C 0.568 4.341 1.380 0.2 0.5 -0.2 -0.408
C 0.501 5.650 0.539 -0.2 0.0 0.2 -0.656
S 1.571 6.913 1.257 0.9 -0.5 1.7 2.323
O 0.843 7.584 2.305 0.2 0.1 -1.4 -0.921
O 2.843 6.335 1.654 -0.9 0.2 -0.9 -0.943
O 1.904 7.942 0.042 -0.6 -0.6 0.5 -0.871
O -0.099 -0.245 0.398 0.3 0.5 0.9 -0.793
H -2.733 -4.201 0.241 0.4 -0.1 0.1 0.194
H -2.916 -3.378 -1.289 0.2 -0.1 0.0 0.181
H -1.291 -3.473 -0.587 0.0 -0.2 0.1 0.202
H -3.700 -1.929 0.480 0.1 0.1 0.2 0.176
H -2.302 -1.204 -0.316 0.0 -0.1 -0.1 0.211
H -2.464 -2.466 2.414 0.1 0.1 0.1 0.142
H -1.947 -0.837 2.027 0.3 0.0 0.0 0.176
H 1.927 -0.447 1.402 0.0 0.2 0.1 -0.193
H 1.415 -3.410 2.839 0.4 -0.1 -0.4 0.196
H 1.800 -1.968 3.737 0.0 0.2 -0.1 0.190
H 3.205 -2.154 -1.149 0.0 -0.1 0.1 0.366
H 1.795 -2.183 -1.925 0.0 0.0 0.0 0.382
H 0.701 -4.109 -0.224 0.0 -0.2 0.4 0.487
H -0.325 1.584 3.153 -0.3 0.2 -0.5 0.172
H 1.291 1.394 2.561 0.0 0.1 -0.4 0.161
H -1.362 1.125 1.172 0.0 -0.2 -0.2 0.138
H -0.843 2.780 -0.153 0.0 0.1 0.1 0.181
H 0.386 1.788 -0.877 0.0 -0.1 0.1 0.233
H 1.641 3.595 -0.314 0.2 -0.1 0.1 0.186
H 1.965 2.656 1.118 -0.1 -0.1 0.1 0.235
H 1.120 4.573 2.292 0.0 -0.3 0.0 0.235
H -0.463 4.137 1.672 0.1 -0.2 0.1 0.212
H 0.749 5.478 -0.510 0.3 0.1 0.1 0.232
H -0.508 6.063 0.559 0.2 0.3 0.0 0.246
H 2.528 7.447 -0.513 0.1 0.3 0.0 0.500
C -2.537 -3.666 -5.260 0.0 -0.3 -0.3 -0.130
C -2.883 -2.230 -4.951 -0.1 0.0 0.4 0.446
O -2.039 -1.940 -3.857 0.1 0.0 -0.4 -0.483
C -0.936 -2.735 -3.977 0.2 0.0 0.3 0.970
O 0.075 -2.580 -3.387 -0.1 -0.1 -0.1 -0.541
O -1.163 -3.730 -4.878 -0.2 0.2 0.0 -0.487
F -4.178 -2.092 -4.568 0.0 0.0 0.0 -0.328
H -3.120 -4.360 -4.653 -0.1 0.1 0.1 0.204
H -2.660 -3.918 -6.311 0.2 0.0 0.0 0.201
H -2.676 -1.530 -5.763 -0.1 0.0 0.0 0.148
```
Positions in Å, forces in eV/Å.

Output
Kohn-Sham gap: 0.2226 Ha
Total charge: -1
E_HOMO: -3.98 eV

=====

Record 4
Formula: C53H138N10O13
Source: OMol25
Level of theory: the ωB97M-V functional and the def2-TZVPD basis

XYZ file:
```
214
Properties=species:S:1:pos:R:3:forces:R:3:mulliken_charge:R:1
C -3.361 -4.608 -7.025 -0.1 0.2 0.4 -1.981
C -2.269 -4.885 -5.963 -0.9 0.2 0.1 1.581
C -1.141 -5.593 -6.715 -0.1 -0.3 0.1 -1.394
C 0.137 -5.687 -5.926 0.9 0.2 0.7 -0.878
C 0.573 -4.246 -5.618 0.1 -0.4 0.3 -1.361
C -0.458 -3.365 -4.882 -0.9 -0.9 -0.1 1.883
N -1.812 -3.638 -5.388 0.9 0.9 -1.6 0.612
O -2.798 -2.953 -4.679 -0.4 0.0 0.6 -0.350
C -0.393 -3.751 -3.407 0.2 0.3 0.7 -1.420
C -0.134 -1.906 -5.151 -0.5 0.1 -0.1 0.058
C -2.879 -5.793 -4.888 -0.1 -0.9 0.4 -1.758
H -3.398 -5.437 -7.731 -0.2 -0.1 0.0 0.445
H -3.166 -3.691 -7.583 0.2 0.0 0.0 0.384
H -4.334 -4.505 -6.541 0.0 0.0 -0.1 0.385
H -1.584 -6.551 -7.004 0.4 -0.1 -0.1 0.572
H -0.901 -5.037 -7.629 -0.2 0.0 0.0 0.341
H 0.977 -6.159 -6.447 -0.3 0.1 -0.5 0.378
H 0.128 -6.298 -5.014 -0.7 0.2 0.0 0.402
H 0.871 -3.803 -6.571 0.0 0.2 0.1 0.354
H 1.425 -4.294 -4.934 0.3 0.2 -0.4 0.407
H -1.109 -3.211 -2.784 -0.2 0.0 -0.2 -0.123
H -0.598 -4.816 -3.304 0.0 0.0 0.1 0.390
H 0.592 -3.542 -2.973 0.0 -0.1 -0.1 0.392
H -0.968 -1.239 -4.921 0.1 -0.2 0.6 -0.913
H 0.749 -1.643 -4.575 0.1 0.4 -0.2 -0.538
H -0.030 -1.737 -6.227 0.5 -0.2 0.0 0.700
H -3.519 -5.311 -4.146 0.2 0.6 -0.3 0.283
H -2.096 -6.283 -4.299 0.0 -0.1 -0.2 0.370
H -3.531 -6.561 -5.321 0.3 -0.1 -0.1 0.480
H -3.060 -2.173 -5.196 0.2 -0.1 -0.3 0.215
C -6.996 -0.415 -0.866 0.0 0.4 0.2 -1.643
C -6.023 -0.677 0.294 -0.6 -1.1 1.0 1.744
C -4.743 -1.336 -0.195 0.0 0.2 -1.4 -1.671
C -3.783 -0.314 -0.796 -0.3 -0.7 0.0 1.978
C -3.522 0.782 0.210 1.1 0.3 -0.9 -0.673
C -4.778 1.529 0.639 -0.8 -0.6 -0.1 1.981
N -5.713 0.478 1.118 1.0 0.4 1.1 1.024
O -6.904 1.058 1.654 0.0 0.1 -0.6 -0.577
C -4.392 2.433 1.787 0.0 0.4 1.0 -1.988
C -5.399 2.334 -0.509 0.9 0.6 -0.5 -1.395
C -6.713 -1.711 1.211 -1.1 0.3 -0.4 -2.036
H -7.496 -1.335 -1.166 0.2 -0.1 -0.1 0.509
H -6.480 0.026 -1.718 -0.2 0.0 -0.1 0.111
H -7.777 0.259 -0.508 0.0 0.1 -0.2 0.362
H -4.257 -1.984 0.537 0.0 0.3 0.3 0.274
H -5.063 -1.998 -1.013 0.1 -0.1 0.2 0.554
H -4.198 0.128 -1.707 -0.1 0.0 0.2 -1.886
H -2.900 -0.853 -1.165 0.2 0.3 0.4 0.250
H -2.841 1.472 -0.304 -0.1 0.3 0.4 0.258
H -2.970 0.428 1.084 -0.2 -0.2 0.1 -0.375
H -5.225 2.921 2.302 -0.2 0.2 -0.5 0.672
H -3.884 1.921 2.613 0.1 -0.3 -0.4 0.164
H -3.707 3.203 1.427 -0.1 0.1 0.0 0.199
H -6.458 2.521 -0.363 -0.1 -0.2 0.0 0.324
H -4.909 3.310 -0.627 -0.1 0.0 0.3 0.412
H -5.168 1.868 -1.470 -0.5 -0.2 0.1 -0.144
H -6.244 -1.923 2.170 0.4 0.2 -0.1 0.247
H -6.844 -2.635 0.642 0.1 -0.1 0.1 0.472
H -7.724 -1.344 1.425 0.1 -0.1 0.1 0.406
H -6.709 1.174 2.590 0.0 -0.2 0.0 0.332
C 0.806 1.073 6.826 -0.3 0.0 0.2 0.149
O 1.050 1.459 8.165 0.3 0.7 0.2 -0.622
H 0.820 1.889 6.096 0.3 0.1 0.1 -0.262
H 1.536 0.316 6.537 -0.2 -0.2 -0.4 0.199
H -0.215 0.704 6.801 0.1 -0.5 -0.1 0.123
H 1.916 1.902 8.217 -0.2 -0.3 0.0 0.431
C 2.273 -3.303 0.125 0.1 -0.3 -0.5 -0.373
O 3.307 -4.251 -0.083 0.2 -0.3 -0.1 -0.600
H 2.631 -2.521 0.795 -0.4 0.2 0.1 0.268
H 1.925 -2.897 -0.831 0.1 0.2 0.2 0.309
H 1.436 -3.854 0.542 0.0 0.1 0.3 0.070
H 4.041 -3.813 -0.524 0.0 0.0 0.0 0.313
C 2.914 -0.170 -5.195 0.7 0.2 1.2 -0.917
O 2.696 0.597 -3.996 0.4 0.0 -0.1 0.233
H 2.976 -1.228 -4.928 -0.3 0.0 0.1 0.384
H 2.107 -0.018 -5.906 0.2 0.1 -0.3 0.173
H 3.917 0.097 -5.531 -0.3 0.0 -0.8 0.451
H 3.205 1.424 -4.123 -0.8 -0.6 -0.2 -0.111
C -2.884 -0.249 4.191 -0.4 0.8 -1.2 -0.708
C -2.746 -1.000 5.494 -0.5 0.9 -0.7 0.201
C -3.643 -2.213 5.507 -0.2 -0.4 0.4 -1.289
O -3.286 -3.024 4.410 0.3 -0.4 -0.5 -0.042
C -3.921 -4.277 4.476 -1.4 0.2 0.4 -1.027
N -1.349 -1.360 5.656 0.0 -0.8 0.2 -0.210
H -3.901 0.062 3.921 -0.2 -0.5 0.4 0.365
H -2.546 -0.811 3.318 0.3 -0.1 0.1 0.121
H -2.372 0.716 4.229 0.4 -0.3 0.1 -0.056
H -3.076 -0.242 6.207 0.1 -0.5 0.7 0.516
H -4.711 -1.957 5.463 0.1 0.1 -0.1 0.565
H -3.475 -2.799 6.425 -0.1 0.2 0.1 0.432
H -5.008 -4.096 4.566 0.1 -0.2 0.1 0.378
H -3.625 -4.849 5.365 0.2 0.0 -0.1 0.340
H -3.824 -4.876 3.575 0.6 0.2 -0.1 0.256
H -1.217 -2.061 4.921 0.3 0.3 0.0 -0.128
H -1.284 -1.936 6.499 0.2 0.3 0.0 0.296
C -0.309 6.861 2.576 1.1 0.2 -0.1 -1.794
C -0.067 5.499 3.187 -0.1 -0.1 0.4 0.977
C -1.352 4.736 3.512 0.5 -0.1 -1.3 -0.321
O -2.192 5.399 4.404 -0.1 0.1 0.4 -0.490
C -1.789 5.301 5.748 -0.2 -1.2 0.6 -0.569
N 0.788 4.680 2.351 0.4 -0.5 -0.4 -0.311
H 0.650 7.396 2.576 -0.2 0.1 0.2 0.396
H -1.031 7.434 3.150 -0.2 0.0 -0.2 0.396
H -0.537 6.801 1.509 -0.6 -0.2 0.1 0.400
H 0.450 5.622 4.148 0.0 0.3 0.0 -0.162
H -1.029 3.720 3.792 -0.4 0.1 0.6 0.268
H -1.907 4.616 2.574 -0.1 0.0 0.1 0.174
H -2.579 5.673 6.397 0.0 0.5 -0.2 0.331
H -0.830 5.769 5.986 -0.1 0.2 -0.2 0.226
H -1.707 4.236 6.035 0.2 0.1 -0.2 0.213
H 0.899 5.027 1.404 -0.2 0.3 0.2 0.224
H 0.430 3.739 2.205 -0.2 0.4 0.3 0.157
C 3.113 5.282 7.124 -0.3 0.4 0.2 -1.861
C 2.976 3.818 6.739 0.0 -0.1 1.1 1.235
C 3.384 3.624 5.308 -0.7 0.0 -0.2 -0.782
O 3.090 2.310 4.871 0.3 0.4 0.3 -0.114
C 3.588 2.107 3.592 0.4 -0.2 -1.4 -0.542
N 3.722 2.935 7.682 1.6 0.2 -0.5 -0.718
H 2.970 5.434 8.196 0.1 -0.2 0.0 0.500
H 2.303 5.853 6.661 0.2 0.0 -0.2 0.319
H 4.072 5.732 6.851 0.0 -0.1 -0.1 0.414
H 1.929 3.570 6.923 -0.1 -0.1 -0.6 -0.174
H 4.461 3.833 5.228 0.0 0.0 -0.2 0.330
H 2.802 4.303 4.671 0.3 0.2 0.0 0.234
H 4.687 2.118 3.524 0.0 -0.4 0.4 0.500
H 3.327 2.859 2.825 -0.6 0.2 0.5 0.277
H 3.180 1.168 3.228 0.3 -0.2 0.1 -0.056
H 4.335 2.305 7.148 -0.9 -0.3 -0.1 0.187
H 4.485 3.482 8.100 -0.7 0.2 0.3 0.334
C 4.904 4.902 -4.788 0.2 1.2 0.1 -1.666
C 4.108 3.693 -4.314 0.7 -0.1 -0.4 1.154
C 3.049 4.023 -3.280 -0.6 0.2 -1.4 -0.213
O 3.536 4.616 -2.133 -0.4 0.1 1.2 -0.451
C 4.358 3.789 -1.370 1.1 -0.2 0.6 -0.575
N 3.461 3.016 -5.481 1.1 0.8 -0.2 -0.603
H 5.366 4.819 -5.776 -0.1 -0.5 0.1 0.453
H 5.719 5.246 -4.144 -0.2 -0.3 0.3 0.316
H 4.237 5.773 -4.869 0.0 -0.2 0.0 0.383
H 4.785 2.979 -3.822 0.0 -0.1 -0.4 -0.507
H 2.492 3.088 -3.142 -0.2 0.1 0.6 -0.089
H 2.376 4.785 -3.684 -0.2 -0.2 -0.2 0.480
H 4.070 2.733 -1.319 -0.2 0.0 -0.6 0.057
H 4.403 4.062 -0.311 -0.3 0.6 -0.2 0.387
H 5.378 3.907 -1.749 0.1 -0.4 0.1 0.333
H 4.273 2.750 -6.050 -0.3 -0.5 0.2 0.276
H 3.134 3.789 -6.073 -0.6 -0.3 0.3 0.325
C 5.561 0.139 -1.215 -0.3 0.8 0.5 -1.114
C 6.453 0.931 -2.154 -0.1 -0.5 -0.4 1.816
C 7.897 0.903 -1.711 0.0 -0.1 -0.2 -1.279
O 8.269 -0.435 -1.470 0.0 -0.2 0.1 -0.267
C 9.661 -0.581 -1.282 -0.4 0.1 -0.1 -0.784
N 6.365 0.447 -3.538 -0.3 -1.0 -0.4 -0.728
H 4.526 0.380 -1.439 -0.3 -0.1 -0.1 0.065
H 5.733 0.499 -0.193 0.0 -0.4 0.1 0.405
H 5.691 -0.936 -1.298 0.2 0.0 0.1 0.367
H 6.130 1.970 -2.147 0.1 0.1 0.0 -0.685
H 7.989 1.515 -0.803 0.3 0.0 0.0 0.391
H 8.541 1.272 -2.519 -0.1 0.4 0.1 0.486
H 10.208 -0.188 -2.148 0.1 -0.1 0.1 0.308
H 9.840 -1.647 -1.182 0.2 0.0 0.1 0.240
H 9.979 -0.042 -0.383 0.1 -0.1 0.0 0.308
H 6.757 -0.504 -3.549 0.4 0.5 0.1 0.365
H 5.399 0.188 -3.756 -0.1 0.6 0.2 -0.011
C -4.779 0.180 -4.405 -0.8 0.2 1.7 -1.351
C -3.781 0.903 -5.276 0.4 0.7 0.1 0.062
C -2.601 1.409 -4.466 0.4 0.0 0.9 -0.343
O -3.094 2.246 -3.436 -1.0 -0.1 0.5 -0.346
C -2.084 2.739 -2.610 1.5 -0.4 0.0 -0.538
N -3.333 0.026 -6.373 -0.6 0.4 -0.3 -0.444
H -4.335 -0.546 -3.710 0.3 -0.1 -0.5 0.210
H -5.661 -0.295 -4.840 0.4 0.0 -0.7 0.460
H -5.239 0.893 -3.702 0.2 0.1 -0.2 0.308
H -4.217 1.857 -5.619 -0.3 -0.4 -0.3 0.465
H -1.909 2.039 -5.050 0.0 -0.5 -0.3 0.669
H -2.046 0.573 -4.004 0.0 0.1 -0.2 -0.209
H -1.366 3.269 -3.255 0.1 0.1 0.4 0.397
H -1.541 1.937 -2.077 0.0 -0.1 -0.5 0.036
H -2.382 3.373 -1.776 -0.8 0.3 -0.5 0.309
H -2.549 0.418 -6.895 0.0 0.1 0.3 0.238
H -4.116 0.116 -7.023 0.3 -0.7 -0.2 0.292
C 0.136 1.063 2.623 0.0 -1.6 -0.1 -0.383
C 0.907 0.985 1.318 0.8 2.1 0.3 1.665
C 0.447 0.002 0.289 -1.2 -0.7 0.4 -0.479
O 1.225 0.085 -0.877 0.2 0.2 0.3 0.260
C 0.789 -0.799 -1.886 -1.3 0.2 0.1 -1.127
N 0.809 2.369 0.737 0.8 -0.9 -1.0 -0.792
H 0.655 1.640 3.390 0.1 0.1 -0.1 0.186
H 0.078 0.024 2.980 -0.3 0.3 0.4 -0.389
H -0.867 1.469 2.494 0.0 -0.1 -0.2 -0.102
H 1.962 0.804 1.571 -0.1 -0.4 -0.2 -0.316
H -0.631 0.210 0.120 0.2 0.1 -0.4 -0.304
H 0.457 -1.040 0.648 0.2 0.2 0.3 0.145
H 0.130 -0.261 -2.579 0.6 0.1 -0.4 0.251
H 0.092 -1.561 -1.505 0.5 -0.2 0.3 0.574
H 1.652 -1.258 -2.352 0.0 0.1 -0.3 0.224
H 1.579 2.904 1.132 0.0 0.0 0.0 0.202
H 1.088 2.270 -0.245 -0.2 0.2 0.1 -0.029
C -0.294 -7.170 3.004 -0.6 0.1 0.0 -1.518
C 0.814 -6.144 2.796 0.2 -0.7 -0.7 0.954
C 0.637 -4.869 3.606 -1.0 -2.0 0.5 -0.558
O 1.690 -4.027 3.334 0.2 0.7 -0.9 -0.335
C 1.486 -2.755 3.858 0.2 0.9 1.0 -0.443
N 2.143 -6.792 3.054 -1.1 1.0 -0.1 -0.811
H -0.349 -7.572 4.017 0.2 0.0 0.0 0.363
H -0.184 -7.999 2.301 0.3 -0.1 0.1 0.384
H -1.287 -6.765 2.762 0.2 0.2 0.1 0.329
H 0.699 -5.855 1.728 0.4 0.1 0.3 -0.063
H 0.562 -5.157 4.672 0.4 0.2 0.0 0.390
H -0.365 -4.476 3.370 0.2 0.4 -0.2 0.115
H 0.533 -2.264 3.621 -0.2 -0.6 -0.2 -0.081
H 2.220 -2.026 3.509 0.4 -0.5 -0.1 0.257
H 1.567 -2.844 4.948 -0.1 0.4 0.1 0.443
H 2.833 -6.044 2.993 0.1 -0.4 -0.1 0.310
H 2.293 -7.442 2.289 0.3 0.1 0.1 0.286
```
Positions in Å, forces in eV/Å.

Output
Kohn-Sham gap: 0.3005 Ha
E_HOMO: -7.75 eV

=====

| no. | E (eV) | strongest force on any atom (eV Å⁻¹) |
| --- | --- | --- |
| 1 | -8800.9907 | 1.169 |
| 2 | -16627.6384 | 1.032 |
| 3 | -65001.6283 | 3.115 |
| 4 | -98709.0971 | 2.276 |